(1)
Entry from OMol25: 2 unconnected molecules or ions with the total composition C5H13N in a non-equilibrium geometry (ωB97M-V with the def2-TZVPD basis set).

Each line ends with the Löwdin spin population.
Positions of all 19 atoms, in Å:
1 C -0.5129 1.1819 1.5032  0.03
2 C 0.3272 0.2400 0.8912  0.03
3 C -0.0780 -0.6912 -0.1914  0.00
4 C 1.1240 -0.8571 -1.1492  0.00
5 C -0.5553 -2.0409 0.3818  0.00
6 N -0.2634 2.3079 -1.2862  0.86
7 H 0.0176 1.8499 2.1727  0.00
8 H -1.5161 0.8864 1.8033  0.00
9 H -0.1958 1.5667 0.3560  0.01
10 H 1.3826 0.2242 1.1874  0.00
11 H -0.8774 -0.2326 -0.7599  0.00
12 H 1.0054 -1.6746 -1.8471  0.00
13 H 2.0134 -1.0896 -0.5520  0.00
14 H 1.3164 0.1522 -1.5067  0.00
15 H 0.2771 -2.7467 0.2557  0.00
16 H -1.3496 -2.4906 -0.1773  0.00
17 H -0.7929 -2.1358 1.4476  0.00
18 H -1.2835 2.2678 -1.3849  0.03
19 H -0.0387 3.2820 -1.1443  0.03

Results
charge	+1
ΔE to the lowest compared entry with this formula, charge and spin	73.7	kcal/mol
HOMO energy (spin up / spin down)	-0.5769 / -0.5787	Ha
⟨S²⟩	0.754
orbital gap (spin up / spin down)	10.23 / 9.54	eV
multiplicity	2

(2)
Entry from OMol25: a gas-phase ion, C5H13N2 (charge +1) in a non-equilibrium geometry (ωB97M-V with the def2-TZVPD basis set).

Each line ends with the Löwdin charge.
Positions of all 20 atoms, in Å:
1 C -1.0747 1.9096 1.0564  -0.10
2 C -0.0994 0.8991 1.6562  -0.28
3 C -0.2794 -0.5966 1.3225  -0.13
4 C -0.5051 -0.7673 -0.2961  -0.17
5 N 0.3773 0.0674 -1.0373  0.05
6 C 1.2420 -0.4354 -1.8722  -0.13
7 N 1.2796 -1.7286 -2.0588  0.15
8 H -1.1487 1.7639 -0.0442  0.06
9 H -0.7793 2.9078 1.3113  0.08
10 H -2.0751 1.7375 1.4503  0.09
11 H -0.0656 1.0550 2.7715  0.13
12 H 0.8701 1.1660 1.2483  0.09
13 H -1.1763 -1.0407 2.0002  0.17
14 H 0.6188 -1.2337 1.3517  0.10
15 H -0.3907 -1.8254 -0.4704  0.10
16 H -1.5243 -0.6087 -0.4520  0.11
17 H 0.1930 1.1139 -1.0563  0.18
18 H 1.7015 0.1950 -2.7063  0.20
19 H 1.1266 -2.4538 -1.2789  0.18
20 H 1.7096 -2.1250 -2.8959  0.14

Results
SMILES	CCCC/[NH+]=C\N
charge	+1
ΔE to the lowest compared entry with this formula, charge and spin	49.4	kcal/mol
HOMO energy	-0.5323	Ha
orbital gap	10.67	eV
multiplicity	1

(3)
Entry from OMol25: 2 unconnected molecules or ions with the total composition C5H13N2 (ωB97M-V with the def2-TZVPD basis set).

Each line ends with the Löwdin charge.
Positions of all 20 atoms, in Å:
1 C 1.7329 -2.0689 2.0028  -0.08
2 C 0.8816 -0.8477 1.8894  -0.13
3 C -0.1769 -0.7793 1.1055  -0.13
4 N -0.9488 0.4481 0.9512  0.13
5 H 1.2933 -2.9177 1.4823  0.08
6 H 2.7433 -1.9015 1.6295  0.09
7 H 1.8653 -2.3567 3.0483  0.09
8 H 1.1693 -0.0044 2.5106  0.12
9 H -0.5645 -1.6047 0.5292  0.13
10 H -0.7103 1.1882 1.6110  0.16
11 H -0.7219 0.9095 -0.0842  0.09
12 H -1.9532 0.3068 1.0506  0.16
13 C -1.5103 0.7281 -2.4080  -0.08
14 C 0.7326 1.2852 -1.9622  0.04
15 N -0.4501 1.2205 -1.5159  -0.12
16 H -1.8308 -0.2648 -2.0970  0.09
17 H -1.1753 0.6626 -3.4431  0.09
18 H -2.3274 1.4448 -2.3603  0.09
19 H 1.5170 1.6473 -1.3045  0.09
20 H 0.9942 1.0255 -2.9854  0.10

Results
charge	+1
ΔE to the lowest compared entry with this formula, charge and spin	51.7	kcal/mol
HOMO energy	-0.5087	Ha
orbital gap	10.90	eV
multiplicity	1

(4)
Entry from OMol25: a gas-phase ion, C5H13N2 (charge +1) in a non-equilibrium geometry (ωB97M-V with the def2-TZVPD basis set).

Each line ends with the Löwdin charge.
Positions of all 20 atoms, in Å:
1 C 1.1883 0.8783 -1.2452  0.03
2 C 0.1386 -0.2113 -0.8739  -0.26
3 C -0.0183 -1.2835 -1.7962  -0.02
4 N -0.4667 -0.1472 0.2337  -0.07
5 C -1.4286 -1.0408 0.8036  -0.01
6 C -0.3090 1.0883 1.1945  -0.14
7 N 0.9716 1.0387 1.8979  0.03
8 H 1.9833 0.4103 -1.8532  0.11
9 H 0.6875 1.6617 -1.8661  0.12
10 H 1.5680 1.3476 -0.3391  0.06
11 H 0.6128 -2.1620 -1.7453  0.12
12 H 0.0650 -0.9585 -2.8492  0.12
13 H -0.9244 -1.9223 -1.7621  0.10
14 H -1.4209 -1.9891 0.1766  0.12
15 H -2.4128 -0.5072 0.8439  0.13
16 H -1.1085 -1.2396 1.8595  0.13
17 H -1.2407 0.8930 1.8197  0.13
18 H -0.1214 1.9942 0.5861  0.13
19 H 1.1387 0.2505 2.5148  0.09
20 H 1.0975 1.8988 2.4001  0.09

Results
SMILES	CC(C)=[N+](C)CN
charge	+1
ΔE to the lowest compared entry with this formula, charge and spin	50.3	kcal/mol
HOMO energy	-0.5182	Ha
orbital gap	10.44	eV
multiplicity	1

(5)
Entry from OMol25: a molecular structure, C5H13N2 in a non-equilibrium geometry (ωB97M-V with the def2-TZVPD basis set).

Each line ends with the Löwdin charge.
Positions of all 20 atoms, in Å:
1 C -1.3554 1.2709 0.5707  -0.06
2 C -0.9785 -0.2105 0.2677  -0.19
3 C -2.0234 -1.2437 -0.0913  0.00
4 C 2.6885 0.0774 0.0665  -0.08
5 C 0.3784 -0.6695 0.2810  -0.19
6 N -0.8400 1.3428 -0.8273  0.12
7 N 1.2785 0.4724 0.2220  -0.15
8 H -2.4235 1.4863 0.7254  0.14
9 H -0.7793 1.9276 1.2100  0.12
10 H -1.6983 -2.0677 0.5647  0.11
11 H -2.0316 -1.5781 -1.1188  0.09
12 H -3.1012 -0.8259 0.0626  0.13
13 H 2.8747 -0.6070 -0.9093  0.14
14 H 3.3693 0.8747 0.0685  0.06
15 H 3.0019 -0.6056 0.8236  0.06
16 H 0.4465 -1.1098 -0.6366  0.12
17 H 0.6130 -1.2063 1.2365  0.18
18 H -1.5724 1.2960 -1.4804  0.11
19 H 1.2536 1.0323 1.0377  0.10
20 H 0.2361 1.3678 -1.0192  0.17

Results
charge	+1
ΔE to the lowest compared entry with this formula, charge and spin	92.8	kcal/mol
HOMO energy	-0.5090	Ha
orbital gap	10.05	eV
multiplicity	1

(6)
Entry from OMol25: a gas-phase ion, C5H13N2 (charge +1) in a non-equilibrium geometry (ωB97M-V with the def2-TZVPD basis set).

Each line ends with the Löwdin charge.
Positions of all 20 atoms, in Å:
1 C -1.5507 1.1105 0.8266  0.21
2 C 2.3388 -0.4824 -0.0389  -0.07
3 C -1.3653 -1.3030 0.4466  0.02
4 C -0.9393 0.2328 -1.3908  0.05
5 C 1.5101 0.7063 0.3830  -0.26
6 N 0.3170 0.0608 0.8540  0.10
7 N -0.8910 0.0094 0.0983  -0.45
8 H -1.6646 0.9903 1.9000  0.11
9 H -1.4321 2.1065 0.2875  0.13
10 H 2.5771 -1.2089 0.8323  0.13
11 H 1.7669 -0.8815 -0.8076  0.03
12 H 3.3624 -0.1976 -0.4210  0.11
13 H -1.2647 -1.4425 1.5131  0.13
14 H -2.3449 -1.2975 0.0940  0.10
15 H -0.6948 -1.8806 -0.0478  0.09
16 H -0.8688 1.2373 -1.6558  0.08
17 H -0.1862 -0.3330 -1.9093  0.11
18 H -1.9050 -0.1491 -1.6785  0.12
19 H 1.9155 1.3333 1.2014  0.14
20 H 1.3197 1.3889 -0.4873  0.13

Results
charge	+1
ΔE to the lowest compared entry with this formula, charge and spin	155.4	kcal/mol
HOMO energy (spin up / spin down)	-0.5390 / -0.5359	Ha
orbital gap (spin up / spin down)	9.46 / 9.38	eV
multiplicity	1

(7)
Entry from OMol25: a gas-phase ion, C5H13N2 (charge +1) in a non-equilibrium geometry (ωB97M-V with the def2-TZVPD basis set).

Each line ends with the Löwdin charge.
Positions of all 20 atoms, in Å:
1 C 2.5540 0.4104 1.3380  0.02
2 N 1.4413 0.3184 0.7284  -0.10
3 C 1.3485 -0.0973 -0.7064  -0.17
4 C -0.0406 -0.7432 -0.9731  -0.16
5 C -1.1503 -0.5326 0.0389  -0.27
6 C -2.5265 -0.4814 -0.6820  -0.05
7 N -1.1350 0.9801 0.4296  0.17
8 H 2.3836 0.8856 2.3011  0.09
9 H 3.4807 0.0286 0.9461  0.09
10 H 2.0953 -0.8666 -0.9064  0.12
11 H 1.5016 0.8776 -1.2042  0.13
12 H 0.1899 -1.7946 -1.2201  0.14
13 H -0.3170 -0.3453 -1.9531  0.11
14 H -0.9923 -1.1601 0.8889  0.15
15 H -3.2780 -0.0568 0.0677  0.11
16 H -2.9048 -1.4386 -0.9600  0.08
17 H -2.5460 0.0129 -1.6553  0.09
18 H -1.7235 1.2027 1.2287  0.16
19 H -1.3666 1.5263 -0.4155  0.17
20 H -0.1392 1.2209 0.6849  0.12

Results
SMILES	C=NCC[C@H](C)[NH3+]
charge	+1
ΔE to the lowest compared entry with this formula, charge and spin	55.4	kcal/mol
HOMO energy	-0.5146	Ha
orbital gap	11.00	eV
multiplicity	1

(8)
Entry from OMol25: a gas-phase ion, C5H13N2 (charge +1) in a non-equilibrium geometry (ωB97M-V with the def2-TZVPD basis set).

Each line ends with the Löwdin charge.
Positions of all 20 atoms, in Å:
1 C 3.3803 -0.7955 -1.0612  -0.07
2 N 1.9334 -0.9632 -0.9573  -0.06
3 C 1.1423 0.0530 -0.5357  -0.15
4 C -0.1853 -0.0979 -0.2687  -0.17
5 C -1.0811 1.0827 -0.1682  -0.21
6 C -1.9477 1.0753 1.1029  -0.14
7 N -2.5330 -0.3044 1.3240  0.17
8 H 3.5489 0.2255 -1.3605  0.08
9 H 3.9671 -1.0991 -0.2015  0.08
10 H 3.7732 -1.2945 -1.9643  0.09
11 H 1.4925 -1.8665 -0.9842  0.13
12 H 1.5798 1.0512 -0.4874  0.13
13 H -0.5259 -1.1118 -0.2707  0.08
14 H -1.7661 0.9448 -1.0442  0.13
15 H -0.6296 2.0784 -0.2662  0.13
16 H -1.3413 1.3028 1.9989  0.14
17 H -2.8484 1.7132 1.0649  0.13
18 H -1.7461 -0.9419 1.4964  0.15
19 H -3.0188 -0.6479 0.4892  0.17
20 H -3.1942 -0.4042 2.0939  0.17

Results
SMILES	CN/C=C/CC[NH3+]
charge	+1
ΔE to the lowest compared entry with this formula, charge and spin	48.4	kcal/mol
HOMO energy	-0.4118	Ha
orbital gap	7.77	eV
multiplicity	1